Record 1
Below is 2 unconnected molecules or ions with the total composition C8H17N2S3 at a distorted geometry, with properties calculated with ωB97M-V/def2-TZVPD.

The strongest force on any atom is 4.6 eV Å⁻¹. For the frontier orbital gap, the calculation gives 6.810 eV. Its charge is +1.

Element x y z (Å)
C: -0.2504 -0.6302 -2.6779
C: 0.2719 0.5648 -0.7266
C: -0.9923 0.7351 -0.3286
C: 2.6136 0.8638 -3.2099
C: -0.8355 -2.2415 1.5922
C: -1.0830 1.0339 3.4061
C: 2.2156 -0.2396 -2.2248
C: -1.6026 -1.0725 2.0798
N: 0.7370 -0.0903 -1.8725
N: -0.8045 0.1002 2.2420
S: -0.0290 -1.2717 -4.1409
S: 1.4582 1.3601 0.3142
S: -2.4787 1.3664 -0.2007
H: -1.0986 -0.8456 -2.0297
H: 2.0767 0.8458 -4.1245
H: 2.4840 1.8383 -2.9682
H: 3.7069 0.6513 -3.5067
H: -1.2812 -3.2178 1.5817
H: -0.5245 -2.0624 0.4815
H: 0.1097 -2.2940 2.1449
H: -1.7106 1.8507 3.0973
H: -1.5345 0.5923 4.3194
H: -0.1537 1.6487 3.7031
H: 2.3168 -1.3343 -2.7638
H: 2.6640 -0.1093 -1.2641
H: -2.2003 -1.4411 3.0337
H: -2.3370 -0.7210 1.3663
H: 0.1570 -0.2472 2.2741
H: 0.5055 1.6878 1.1685
H: -2.4006 2.6794 -0.7661

Mulliken atomic charge list, values in e, 5 entries: atom 1 (C): -0.212, atom 2 (C): 1.371, atom 3 (C): -0.623, atom 4 (C): -1.050, atom 5 (C): -1.000

=====

Record 2
Below is a molecular structure, C31H33N6O6RuS2, with properties calculated with ωB97M-V/def2-TZVPD.

The strongest force on any atom is 0.1 eV Å⁻¹. Its spin multiplicity is 6. For the frontier orbital gap (spin up / spin down), the calculation gives 7.487 / 6.750 eV. The value obtained for the energy above the lowest of the compared OMol25 structures with the same formula, charge and spin is 0.0 kcal/mol. Its charge is +2.

Element x y z (Å)
Ru: 0.9561 0.7377 0.1651
N: 1.6362 0.2476 2.3934
C: 3.0834 -0.0663 2.4336
C: 3.8423 0.9886 1.6560
N: 3.3255 1.0126 0.2758
H: 1.4080 0.9623 3.0781
H: 1.0847 -0.5725 2.6320
H: 3.2266 -1.0406 1.9653
H: 3.4521 -0.1285 3.4578
H: 4.9118 0.7756 1.6898
H: 3.6862 1.9735 2.1028
H: 3.6030 0.1568 -0.2181
H: 3.6902 1.8088 -0.2361
C: 1.5107 -0.6491 -3.3428
C: 1.6122 0.8255 -3.1558
N: 1.3784 1.4703 -2.0350
C: 1.5864 2.8320 -2.1708
C: 1.9830 3.2145 -3.4096
S: 2.0811 1.8537 -4.4341
C: 1.3084 3.6836 -1.0132
C: 1.3647 5.0362 -0.9270
S: 0.8091 5.5453 0.6047
C: 0.5366 3.9280 1.0680
N: 0.8554 3.0656 0.1331
C: 0.0035 3.5452 2.4073
H: 0.6571 -1.0422 -2.7918
H: 2.4118 -1.1313 -2.9600
H: 1.4085 -0.9009 -4.3964
H: 2.2044 4.2069 -3.7669
H: 1.6724 5.7465 -1.6769
H: -0.6279 4.3304 2.8185
H: 0.8212 3.3843 3.1136
H: -0.5848 2.6320 2.3100
C: -4.7430 1.5863 1.4912
O: -3.9656 1.1390 0.3791
C: -3.2611 2.0472 -0.3142
C: -3.2037 3.4069 -0.0195
C: -2.5080 4.2726 -0.8506
C: -1.8580 3.8057 -1.9848
C: -1.8929 2.4523 -2.2719
C: -2.5659 1.5765 -1.4342
N: -2.6534 0.2097 -1.8391
C: -2.6723 -0.9223 -1.1774
C: -2.4155 -1.2520 0.1749
C: -2.9648 -2.4852 0.6075
C: -2.8889 -2.8819 1.9153
C: -2.2375 -2.0483 2.8348
C: -1.6454 -0.8692 2.4370
C: -1.6860 -0.4565 1.0963
O: -1.0310 0.6148 0.7024
H: -5.2399 0.7025 1.8778
H: -5.4876 2.3170 1.1747
H: -4.1011 2.0140 2.2637
H: -3.7353 3.7980 0.8356
H: -2.5073 5.3310 -0.6237
H: -1.3537 4.4898 -2.6529
H: -1.4053 2.0661 -3.1605
H: -2.8489 0.1094 -2.8275
H: -2.9644 -1.7593 -1.8049
H: -3.4838 -3.1045 -0.1149
H: -3.3332 -3.8127 2.2369
H: -2.1890 -2.3406 3.8763
H: -1.1515 -0.2277 3.1568
O: 3.1838 -1.7061 -0.7113
C: 2.0624 -2.1029 -0.4257
O: 1.0563 -1.2869 -0.1880
C: 1.7327 -3.5534 -0.3299
C: 0.4761 -3.9653 0.1078
C: 0.1849 -5.3142 0.2030
C: 1.1665 -6.2221 -0.1483
C: 2.4223 -5.8425 -0.5829
C: 2.7047 -4.4894 -0.6705
N: 0.8534 -7.6695 -0.0512
O: -0.2654 -7.9668 0.3096
O: 1.7330 -8.4451 -0.3461
H: -0.2665 -3.2273 0.3784
H: -0.7754 -5.6736 0.5416
H: 3.1507 -6.5969 -0.8407
H: 3.6762 -4.1487 -1.0005

Mulliken atomic charge list, values in e, 5 entries: atom 1 (Ru): 0.641, atom 2 (N): -0.152, atom 3 (C): -0.556, atom 4 (C): -0.723, atom 5 (N): -0.354

=====

Record 3
Below is C2H5NO2 in the gas phase at a distorted geometry, with properties calculated with ωB97M-V/def2-TZVPD.

As for the SMILES: CO/C=N/O. The strongest force on any atom is 2.8 eV Å⁻¹. For the frontier orbital gap, the calculation gives 10.274 eV. The value obtained for the energy above the lowest of the compared OMol25 structures with the same formula, charge and spin is 71.5 kcal/mol. Its charge is 0.

Element x y z (Å)
C: 1.9149 -0.5537 -0.0364
O: 1.1998 0.6454 0.0404
C: -0.1445 0.6419 -0.0345
N: -0.8230 -0.4285 0.0508
O: -2.2047 -0.0883 -0.0003
H: 2.4906 -0.6400 0.9609
H: 1.2603 -1.4473 -0.1128
H: 2.5871 -0.5614 -0.8847
H: -0.6085 1.6759 -0.1143
H: -2.5522 -1.0140 -0.1005

Mulliken atomic charge list, values in e, 5 entries: atom 1 (C): -0.573, atom 2 (O): -0.325, atom 3 (C): 0.193, atom 4 (N): -0.358, atom 5 (O): -0.408

=====

Record 4
Below is a molecular structure, C41H39Br5N7O4S2Tl, with properties calculated with ωB97M-V/def2-TZVPD.

The strongest force on any atom is 0.4 eV Å⁻¹. For the frontier orbital gap, the calculation gives 5.871 eV. The value obtained for the energy above the lowest of the compared OMol25 structures with the same formula, charge and spin is 7.2 kcal/mol. Its charge is -2.

Element x y z (Å)
Tl: 1.2596 -0.2575 0.3212
C: 0.8450 0.9756 3.8905
O: -0.0608 0.9948 2.7899
C: -1.3584 1.2394 3.0477
C: -1.8466 1.5147 4.3129
C: -3.2079 1.7437 4.4713
Br: -3.8695 2.1057 6.2206
C: -4.0764 1.7172 3.4148
C: -3.5847 1.4534 2.1253
C: -2.2302 1.2027 1.9320
O: -1.6188 1.0228 0.7382
C: -4.5842 1.5362 1.0407
N: -5.6357 2.3258 1.1111
C: -6.3335 2.0883 -0.0556
C: -7.5257 2.6443 -0.5238
C: -8.0045 2.2180 -1.7476
C: -7.3161 1.2560 -2.5081
C: -6.1343 0.6948 -2.0630
C: -5.6631 1.1276 -0.8259
N: -4.5509 0.7891 -0.0953
H: 0.9232 1.9739 4.3320
H: 1.7986 0.6638 3.4796
H: 0.5274 0.2421 4.6331
H: -1.1866 1.5447 5.1658
H: -5.1292 1.9204 3.5372
H: -1.9307 0.2608 0.1806
H: -8.0491 3.3872 0.0654
H: -8.9273 2.6328 -2.1356
H: -7.7203 0.9533 -3.4667
H: -5.5863 -0.0362 -2.6441
H: -3.8546 0.0877 -0.3955
Br: 5.1590 -6.4822 3.5105
C: 4.0107 -5.0016 3.2479
C: 3.9293 -3.9740 4.1681
Br: 4.9784 -4.0364 5.7482
C: 3.0811 -2.8849 3.9481
Br: 2.9590 -1.4514 5.1764
C: 2.2823 -2.7563 2.7866
O: 1.5276 -1.7612 2.5349
C: 2.3720 -3.8629 1.8682
O: 1.6142 -3.8376 0.7613
C: 3.2082 -4.9291 2.0950
Br: 3.2133 -6.3036 0.7908
N: 0.7861 3.0139 0.7551
C: 1.5957 3.5204 -0.2501
C: 1.0364 4.2992 -1.2674
C: 1.8332 4.9291 -2.2101
C: 3.2110 4.7825 -2.1625
C: 3.7645 3.9732 -1.1771
C: 2.9927 3.3258 -0.2172
C: 3.6627 2.4654 0.8088
C: 4.7963 2.9913 1.4360
C: 5.5327 2.2278 2.3306
C: 5.1294 0.9272 2.5925
C: 3.9861 0.4240 1.9784
C: 3.2009 1.1600 1.0788
H: -0.1478 2.7558 0.4711
H: 1.2226 2.2769 1.2903
H: -0.0404 4.4292 -1.2884
H: 1.3706 5.5296 -2.9856
H: 3.8467 5.2587 -2.8994
H: 4.8362 3.8092 -1.1560
H: 5.0998 4.0117 1.2195
H: 6.4058 2.6474 2.8188
H: 5.6884 0.3089 3.2881
H: 3.6944 -0.5913 2.2359
C: 0.2619 -1.6190 -4.0173
N: 1.5286 -1.7115 -3.3055
C: 1.6646 -2.9461 -2.5463
C: 2.4326 -0.7223 -3.2447
S: 3.7468 -0.6862 -2.2156
N: 2.1830 0.3317 -4.1548
C: 2.4489 -0.0448 -5.5379
C: 2.7790 1.6158 -3.8288
H: -0.5388 -1.9153 -3.3383
H: 0.2650 -2.2966 -4.8798
H: 0.0911 -0.6025 -4.3520
H: 1.4311 -3.7857 -3.2072
H: 0.9574 -2.9511 -1.7147
H: 2.6715 -3.0420 -2.1586
H: 1.9520 -0.9786 -5.7909
H: 3.5280 -0.1655 -5.7133
H: 2.0719 0.7348 -6.2028
H: 2.5634 1.8788 -2.7972
H: 2.3281 2.3658 -4.4822
H: 3.8678 1.6200 -3.9582
C: -4.5098 -3.5590 -1.2901
N: -3.2008 -3.6901 -0.7005
C: -2.7277 -4.8164 -0.0584
C: -1.4753 -4.4981 0.3644
N: -1.1646 -3.2089 0.0072
C: -2.2173 -2.7341 -0.6369
S: -2.3820 -1.1694 -1.3834
H: -4.7041 -4.3940 -1.9659
H: -4.5362 -2.6274 -1.8491
H: -5.2852 -3.5341 -0.5211
H: -3.3194 -5.7128 0.0273
H: -0.7646 -5.1123 0.8951
H: 0.8459 -3.2407 0.8830

Mulliken atomic charge list, values in e, 5 entries: atom 1 (Tl): 1.386, atom 2 (C): -0.818, atom 3 (O): 0.036, atom 4 (C): 0.214, atom 5 (C): -0.589

=====

Record 5
Below is C5H5NO2 in the gas phase at a distorted geometry, with properties calculated with ωB97M-V/def2-TZVPD.

As for the SMILES: Oc1ccnc(O)c1. The strongest force on any atom is 3.2 eV Å⁻¹. For the frontier orbital gap, the calculation gives 9.614 eV. The value obtained for the energy above the lowest of the compared OMol25 structures with the same formula, charge and spin is 17.1 kcal/mol. Its charge is 0.

Element x y z (Å)
O: 0.1915 1.6405 1.6995
C: -0.0073 0.7910 0.7371
C: -1.3090 0.4696 0.3038
C: -1.4102 -0.5373 -0.6387
N: -0.4210 -1.0812 -1.2464
C: 0.8166 -0.7510 -0.8125
O: 1.7571 -1.4534 -1.4004
C: 1.0603 0.1806 0.1280
H: -0.6717 1.9129 2.0213
H: -2.3120 0.8314 0.6033
H: -2.3436 -1.0034 -1.0287
H: 2.6023 -1.2380 -1.0017
H: 2.0470 0.2383 0.6354

Mulliken atomic charge list, values in e, 5 entries: atom 1 (O): -0.497, atom 2 (C): 0.619, atom 3 (C): -0.409, atom 4 (C): -0.450, atom 5 (N): -0.566